Entry 1:
This record from the Open Molecules 2025 dataset describes a structure of composition C20H37ClF5N2O12S2Y. The level of theory is ωB97M-V/def2-TZVPD.

```
80
C20H37ClF5N2O12S2Y (ωB97M-V/def2-TZVPD)
Y -0.62159 0.64336 0.74814
C -0.86268 -2.77400 -0.38395
O 0.56613 -3.00263 -0.31210
O -1.08669 -1.54998 0.05675
C -1.31710 -3.00208 -1.85323
F -0.45520 -2.55488 -2.78489
F -1.51140 -4.33233 -2.06456
F -2.52381 -2.42547 -2.10116
C 1.09861 -4.22966 -0.80845
C 2.59402 -4.27778 -0.51691
H 2.91960 -4.08566 0.49569
H 2.95527 -5.19879 -0.98057
H 3.00319 -3.53759 -1.21838
H 0.91391 -4.25328 -1.88309
H 0.64710 -5.07336 -0.27127
H -1.38616 -3.53701 0.21168
Cl 0.47713 3.13604 1.08693
N -1.87299 0.70501 2.61786
S -2.74435 1.85549 3.22092
O -2.11644 2.63922 4.25664
O -4.17058 1.71736 3.25181
F -2.53148 2.74539 1.90425
S -2.17236 -0.37455 4.02368
O -3.50013 -0.84552 4.21497
O -1.35205 -0.02601 5.14205
F -1.44616 -1.69210 3.42136
O 1.55422 0.19725 -0.07019
C 2.74967 0.15323 -0.22655
O 3.33156 -0.34129 -1.31421
C 2.48176 -0.86862 -2.33200
C 3.28692 -1.57935 -3.39605
C 3.75625 0.82017 0.65522
H 1.97180 -0.04915 -2.85120
H 1.69637 -1.52691 -1.95247
H 3.94671 -0.81596 -3.81183
H 2.56128 -1.87336 -4.15498
H 3.78479 -2.46906 -3.01735
H 4.55664 1.27790 0.08180
H 4.19337 0.02965 1.27618
H 3.32794 1.55387 1.33461
O 0.73589 -0.17718 2.62711
C 1.62558 -0.66443 3.28882
O 2.16321 -0.10362 4.32068
C 1.64059 1.13344 4.81857
C 2.28890 1.49494 6.11947
C 2.24806 -1.98451 2.90009
H 0.55599 1.20315 4.91273
H 1.88942 1.89473 4.07191
H 3.36984 1.61950 5.97238
H 2.23379 0.78023 6.94161
H 1.97309 2.46643 6.49678
H 1.51736 -2.64304 2.43739
H 2.53183 -2.51643 3.81520
H 3.18255 -1.91414 2.34752
O -0.44617 1.13731 -1.64608
C -0.38517 1.43947 -2.81754
O 0.38096 2.39317 -3.30681
C 1.14556 3.24034 -2.43721
C 2.53505 3.46391 -3.02051
C -1.21378 0.74505 -3.88913
H 1.29485 2.71901 -1.49322
H 0.61777 4.18427 -2.32412
H 2.42013 3.95673 -3.98870
H 3.08021 2.53370 -3.17686
H 3.06826 4.10941 -2.32449
H -1.95112 0.16405 -3.34052
H -0.45740 0.13491 -4.39126
H -1.70793 1.34527 -4.64674
C -5.24623 0.84643 -2.76953
C -5.94221 1.83185 -1.80552
C -5.42191 1.76266 -0.36892
C -4.00321 1.44237 -0.29524
N -2.89802 1.16375 -0.21824
H -4.17965 1.06533 -2.77252
H -5.63510 0.76316 -3.78114
H -5.32753 -0.17617 -2.38179
H -7.01014 1.63326 -1.72863
H -5.77610 2.79479 -2.28968
H -5.92768 0.94488 0.15846
H -5.67260 2.59443 0.29053
```

Its net charge is 0. As for the frontier orbital gap: 6.6633 eV.

Löwdin atomic charge list, values in e, 5 entries: atom 1 (Y): 1.36, atom 2 (C): -0.44, atom 3 (O): -0.11, atom 4 (O): -0.24, atom 5 (C): -0.52


Entry 2:
This record from the Open Molecules 2025 dataset describes a cluster of 9 separate species, C20H37F4N9O18S in total. The level of theory is ωB97M-V/def2-TZVPD.

```
89
C20H37F4N9O18S (ωB97M-V/def2-TZVPD)
C 3.68973 -4.54320 -1.88260
C 3.10579 -3.15675 -2.05714
C 3.95618 -2.14463 -2.48745
C 3.48848 -0.85904 -2.68529
C 2.15717 -0.56416 -2.44602
C 1.30731 -1.56583 -2.00516
C 1.76511 -2.86176 -1.80225
C 0.83660 -3.95178 -1.30229
N -0.53450 -3.45615 -1.05587
C -1.58700 -4.42309 -1.44880
C -2.04062 -4.09897 -2.87749
C -2.92114 -2.89489 -2.98948
F -2.69733 -2.11917 -4.08398
C -3.95478 -2.53906 -2.22754
F -5.04452 -1.96172 -2.73241
F -4.03290 -2.63427 -0.90515
S -0.71987 -2.80196 0.43973
O -1.48556 -1.60801 0.32804
O 0.53142 -2.71776 1.10685
F -1.61467 -3.82647 1.22114
H 4.18280 -4.87160 -2.79624
H 4.44396 -4.51171 -1.10076
H 2.92649 -5.26158 -1.59288
H 5.00081 -2.36171 -2.67389
H 4.13800 -0.06817 -3.03656
H 1.76424 0.43404 -2.58040
H 0.27313 -1.30391 -1.82458
H 1.27907 -4.37511 -0.39977
H 0.78708 -4.75365 -2.03925
H -2.44628 -4.35784 -0.79291
H -1.18154 -5.43383 -1.45809
H -2.60527 -4.95484 -3.25716
H -1.18467 -3.95139 -3.53628
C -5.50849 -3.25047 1.71079
N -6.46563 -3.34541 2.84748
O -6.59496 -2.37447 3.56055
O -7.05177 -4.39878 2.97790
H -5.06137 -2.26377 1.71597
H -4.75855 -4.02260 1.85437
H -6.07067 -3.42278 0.79868
C 0.05507 0.67048 2.49514
N 0.72557 1.84152 3.11599
O 1.92579 1.95049 2.98885
O 0.02407 2.63551 3.71350
H 0.80642 0.06687 2.00026
H -0.43288 0.11577 3.29095
H -0.67099 1.05100 1.78294
C -5.17235 0.22826 -5.24742
N -4.81600 0.45550 -6.67499
O -3.88845 1.19681 -6.91654
O -5.48670 -0.12489 -7.50204
H -4.49371 0.80328 -4.62914
H -6.19990 0.55205 -5.11397
H -5.07369 -0.83444 -5.05413
C 7.24023 -7.89901 -1.06411
N 6.56878 -6.63219 -1.46566
O 6.73033 -6.23903 -2.60039
O 5.89947 -6.07497 -0.62038
H 7.79465 -8.27485 -1.91522
H 7.89819 -7.66592 -0.23287
H 6.46443 -8.59349 -0.75728
C -1.26365 5.15795 3.77457
N -2.08606 6.33296 3.37641
O -1.96111 6.70936 2.22441
O -2.81822 6.82778 4.19989
H -0.67978 4.85210 2.91826
H -0.62580 5.45533 4.60113
H -1.94644 4.37249 4.08019
C -1.16503 9.88010 1.75692
N -0.86049 11.12831 1.00456
O 0.27613 11.28940 0.61153
O -1.77771 11.90162 0.83425
H -0.25715 9.29391 1.82846
H -1.52470 10.16961 2.73932
H -1.93454 9.34555 1.20978
C 3.87321 2.14796 5.40010
N 4.76914 2.80741 6.39033
O 4.69208 4.01162 6.50986
O 5.52038 2.08810 7.01444
H 3.26553 2.90501 4.92297
H 4.50384 1.64001 4.67749
H 3.26037 1.43559 5.94396
C 0.26376 5.58141 -0.22666
N 0.57518 4.13527 -0.40482
O 1.52528 3.83378 -1.08936
O -0.15725 3.34733 0.16437
H 0.99322 6.16460 -0.77551
H -0.74077 5.74858 -0.60206
H 0.31088 5.78638 0.83794
```

Its net charge is 0. As for the frontier orbital gap: 8.9801 eV. The SMILES is Cc1ccccc1CN(CCC(F)=C(F)F)S(=O)(=O)F.C[N+](=O)[O-].C[N+](=O)[O-].C[N+](=O)[O-].C[N+](=O)[O-].C[N+](=O)[O-].C[N+](=O)[O-].C[N+](=O)[O-].C[N+](=O)[O-].

Löwdin atomic charge list, values in e, 5 entries: atom 1 (C): -0.04, atom 2 (C): -0.21, atom 3 (C): -0.04, atom 4 (C): -0.08, atom 5 (C): -0.07


Entry 3:
This record from the Open Molecules 2025 dataset describes a cluster of 2 separate species, C20H37F6NO5PS in total. The level of theory is ωB97M-V/def2-TZVPD.

```
71
C20H37F6NO5PS (ωB97M-V/def2-TZVPD)
C 1.32101 3.82105 -3.04041
P 0.55703 2.36852 -2.21494
O -0.05829 3.04513 -0.82630
C 2.00011 1.44476 -1.40299
C 1.45495 0.06765 -0.99025
C 2.51202 -0.87445 -0.42278
C 3.08639 -0.37088 0.91932
C 3.01645 -1.41915 2.04884
C 1.95491 -1.09529 3.07113
F 1.85272 -2.02278 4.01291
F 2.16906 0.07462 3.69022
F 0.70259 -0.97856 2.51522
C 3.57896 -1.12643 -1.48374
C 4.63992 -2.14586 -1.06766
C 5.97578 -2.04023 -1.81625
O 5.79785 -1.84669 -3.19567
C 6.95445 -1.02235 -1.17147
F 7.50001 -0.21574 -2.07599
F 6.38729 -0.23928 -0.23269
F 7.94461 -1.67776 -0.54907
O 4.24183 0.12631 -1.81317
S 3.37998 1.27705 -2.48533
O 4.20594 2.43485 -2.41503
O 2.87282 0.77638 -3.73157
H 2.40723 3.78248 -3.10709
H 0.91292 3.88997 -4.05131
H 1.03895 4.72602 -2.49492
H 0.51697 3.71744 -0.43401
H 2.35696 2.00329 -0.53088
H 0.97022 -0.39096 -1.85966
H 0.68052 0.23195 -0.23631
H 2.02552 -1.84282 -0.24970
H 4.11306 -0.02227 0.79070
H 2.51607 0.50754 1.23692
H 2.75730 -2.40458 1.65102
H 3.95722 -1.52714 2.59295
H 3.10099 -1.48491 -2.40273
H 4.22612 -3.12959 -1.30955
H 4.82361 -2.12607 0.01080
H 6.49424 -2.99694 -1.71787
H 5.63560 -0.91147 -3.37829
C -6.46726 -0.74428 -1.28228
C -6.87250 -0.69241 0.18991
C -6.09246 0.22304 1.12272
N -4.62223 -0.07299 1.36455
C -4.22364 0.71657 2.59560
C -2.73475 0.69638 2.88394
C -1.93546 1.17947 1.68059
C -2.29549 0.34663 0.45778
C -3.78818 0.37921 0.18607
C -4.43739 -1.53025 1.61439
H -5.60142 -1.38314 -1.46069
H -7.28448 -1.16012 -1.86909
H -6.25114 0.24886 -1.67922
H -6.92326 -1.69972 0.60688
H -7.89334 -0.30838 0.25309
H -6.55261 0.18246 2.11048
H -6.13079 1.25702 0.77888
H -4.56401 1.73689 2.41167
H -4.80269 0.30265 3.42054
H -2.56676 1.33943 3.74865
H -2.40887 -0.30258 3.18351
H -0.86825 1.12069 1.88906
H -2.16054 2.23061 1.48086
H -1.94826 -0.68401 0.57781
H -1.80558 0.73534 -0.43559
H -4.05186 -0.26018 -0.65022
H -4.11218 1.39641 -0.03749
H -4.66989 -2.07952 0.70666
H -5.10655 -1.83319 2.41688
H -3.41009 -1.72368 1.90167
```

Its net charge is +1. As for the frontier orbital gap: 9.2125 eV.

Löwdin atomic charge list, values in e, 5 entries: atom 1 (C): -0.24, atom 2 (P): 0.91, atom 3 (O): -0.35, atom 4 (C): -0.48, atom 5 (C): -0.21


Calculated HOMO (eV), listed in the same order as above: -9.2 -9.2 -11.5
Calculated max |F| (eV Å⁻¹), listed in the same order as above: 6.3 2.1 0.5
Calculated total energy (eV), listed in the same order as above: -97718.9762 -93286.7877 -69492.7437